Density functional theory data (the ωB97M-V functional and the def2-TZVPD basis) for an isolated molecule of C8H14N2O6 at a distorted geometry.

Geometry (Å):
C  0.62  0.73  2.26
C  0.94  -0.27  1.14
C  -0.64  1.56  2.01
C  -1.82  0.68  1.76
C  0.78  -0.74  -1.28
C  1.35  0.03  -2.44
C  -0.54  -1.40  -1.73
C  -1.08  -2.39  -0.70
H  2.03  2.08  1.71
H  2.55  1.06  2.85
H  0.44  0.07  3.13
H  -0.86  2.12  2.93
H  -0.49  2.29  1.19
H  -3.28  0.40  0.62
H  0.23  1.05  -0.29
H  1.52  -1.53  -1.00
H  -0.34  -1.92  -2.66
H  -1.72  0.06  -1.14
H  -1.32  -1.91  0.26
H  -0.35  -3.20  -0.50
H  -1.99  -2.84  -1.04
H  1.81  1.73  -3.07
N  1.74  1.61  2.56
N  0.56  0.10  -0.12
O  1.52  -1.32  1.37
O  -2.15  -0.28  2.43
O  -2.53  1.02  0.65
O  1.65  -0.48  -3.50
O  -1.49  -0.38  -2.02
O  1.49  1.35  -2.22

Kohn-Sham gap (Eh): 0.371
Lowest unoccupied orbital energy (Ha): 0.013
Energy above the lowest of the compared OMol25 structures with the same formula, charge and spin (kcal/mol): 4.7
Highest occupied orbital energy (eV): -9.74
Structure (SMILES): C[C@@H](O)[C@H](NC(=O)[C@@H](N)CC(=O)O)C(=O)O